This record from the OMol25 dataset describes the molecule C7H12BrNO2 at a distorted geometry. The level of theory is ωB97M-V with the def2-TZVPD basis set.

Bonds (Å) are listed after each position.
CARTESIAN COORDINATES (ANGSTROEM)
1 C 1.327 -0.402 -0.929  C2 1.481, C3 1.533, H12 1.105, H13 1.132
2 C 0.552 -1.447 -0.221  C1 1.481, C4 1.538, H14 1.158, H15 1.115
3 C 1.666 0.779 -0.012  C1 1.533, C5 1.462, H16 1.168, H17 1.091
4 C -0.958 -1.259 -0.003  C2 1.538, C6 1.478, C7 1.569, H18 1.143
5 C 0.467 1.577 0.236  C3 1.462, N8 1.373, H19 1.096
6 C -1.163 -0.195 1.003  C4 1.478, Br11 1.929, H20 1.171
7 C -1.834 -0.889 -1.251  C4 1.569, H21 1.150, H22 1.084, H23 1.078
8 N 0.319 2.317 1.384  C5 1.373, O9 1.232, O10 1.269
9 O -0.548 3.188 1.288  N8 1.232
10 O 1.018 1.975 2.386  N8 1.269
11 Br -0.410 -0.529 2.747  C6 1.929
12 H 2.335 -0.716 -1.255  C1 1.105
13 H 0.836 -0.058 -1.890  C1 1.132
14 H 0.539 -2.446 -0.808  C2 1.158
15 H 1.143 -1.742 0.678  C2 1.115
16 H 2.151 0.493 1.011  C3 1.168
17 H 2.448 1.376 -0.484  C3 1.091
18 H -1.296 -2.295 0.345  C4 1.143
19 H -0.249 1.823 -0.557  C5 1.096
20 H -1.988 0.612 0.802  C6 1.171
21 H -1.523 0.138 -1.665  C7 1.150
22 H -2.802 -0.638 -0.831  C7 1.084
23 H -2.030 -1.663 -1.975  C7 1.078

Summary:
Net charge: 0
HOMO-LUMO gap (alpha / beta) in eV: 8.07 / 7.22
Maximum force in eV Å⁻¹: 3.8
E_tot in eV: -83074.942
Relative energy (zero: lowest compared OMol25 entry of this formula, charge and spin) in kcal/mol: 116.4